No. 1
The following is a quantum chemistry calculation of C5H7P in the gas phase at a distorted geometry, from the Open Molecules 2025 dataset.

Element x y z (Å)
C -0.54 0.70 -1.09
C 0.24 1.71 -1.71
C 0.01 0.00 -0.11
C 1.54 0.70 0.29
C -0.65 -1.02 0.74
P 1.77 1.99 -1.03
H -1.55 0.62 -1.39
H -0.26 2.17 -2.67
H 1.27 1.11 1.21
H 2.45 0.15 0.27
H -0.67 -1.86 0.03
H -1.68 -0.73 0.88
H -0.12 -1.38 1.61

As for the max |F|: 5.004 eV/Å. The energy above the lowest of the compared OMol25 structures with the same formula, charge and spin is 61.9 kJ/mol. The SMILES is CC1=CC=PC1. The calculation puts the electronic energy at -14585.0564 eV. The HOMO-LUMO gap is 0.3090 hartree. As for the LUMO energy: 0.3827 eV.


No. 2
The following is a quantum chemistry calculation of 7 unconnected molecules or ions with the total composition C13H42N6O7 at a distorted geometry, from the Open Molecules 2025 dataset.

Element x y z (Å)
C 14.47 3.49 9.04
O 15.35 2.73 8.73
N 14.05 4.51 8.36
N 13.85 3.34 10.14
H 14.45 4.75 7.46
H 13.24 5.01 8.70
H 13.21 4.10 10.30
H 13.92 2.51 10.71
C 8.31 7.69 8.86
O 7.97 7.62 10.04
N 8.79 8.76 8.31
N 8.22 6.75 7.93
H 8.92 8.71 7.31
H 9.10 9.53 8.89
H 7.86 5.86 8.25
H 8.75 6.74 7.07
C 11.48 5.91 14.31
C 10.60 4.80 13.65
C 11.34 3.67 12.97
O 10.55 2.66 12.26
C 11.29 1.75 11.55
N 9.78 4.21 14.67
H 10.92 6.82 14.50
H 12.25 6.16 13.57
H 11.95 5.55 15.23
H 9.92 5.31 12.97
H 11.93 3.16 13.73
H 12.12 4.13 12.38
H 12.18 1.44 12.11
H 11.69 2.23 10.65
H 10.71 0.87 11.25
H 9.20 4.96 15.03
H 9.18 3.47 14.33
C 13.02 9.94 8.00
C 13.18 8.75 8.80
C 14.69 8.48 9.04
O 15.29 8.18 7.81
C 16.69 7.84 7.77
N 12.34 8.91 10.02
H 11.97 10.15 7.81
H 13.63 9.88 7.10
H 13.33 10.84 8.54
H 12.72 7.94 8.25
H 14.83 7.57 9.62
H 15.15 9.32 9.57
H 17.05 7.52 6.79
H 16.99 7.09 8.50
H 17.28 8.75 7.90
H 11.54 9.45 9.73
H 12.79 9.57 10.65
C 10.87 2.49 7.27
O 10.82 2.75 5.88
H 9.90 2.22 7.69
H 11.53 1.65 7.49
H 11.26 3.38 7.76
H 9.90 2.89 5.64
C 14.85 6.87 12.46
O 15.71 6.50 13.48
H 14.24 7.70 12.84
H 15.38 7.23 11.57
H 14.19 6.05 12.19
H 16.21 7.23 13.84
C 10.93 5.58 9.99
O 12.34 5.97 10.17
H 10.72 4.62 10.45
H 10.23 6.20 10.54
H 10.69 5.45 8.93
H 12.41 6.92 10.19

As for the max |F|: 6.221 eV/Å. The energy above the lowest of the compared OMol25 structures with the same formula, charge and spin is 159.7 kJ/mol. The SMILES is COC[C@H](C)N.COC[C@H](C)N.NC(N)=O.NC(N)=O.CO.CO.CO. The calculation puts the electronic energy at -37433.0477 eV. The HOMO-LUMO gap is 0.3320 hartree. As for the LUMO energy: 0.0527 eV.


No. 3
The following is a quantum chemistry calculation of a molecular structure, C35H30Cl3N6O3PbS3, from the Open Molecules 2025 dataset.

Element x y z (Å)
Pb 0.26 -0.05 -0.26
C 4.40 3.05 -1.02
S 3.86 3.21 0.69
C 2.80 1.82 0.88
S 2.89 0.50 -0.24
N 2.03 1.97 1.93
N 1.07 1.02 2.04
C 0.38 1.05 3.11
C -0.76 0.14 3.28
C -1.69 0.39 4.28
C -2.80 -0.43 4.39
C -2.95 -1.48 3.49
C -1.96 -1.66 2.53
N -0.89 -0.88 2.42
H 5.04 3.92 -1.20
H 4.98 2.13 -1.17
H 3.54 3.06 -1.68
H 0.60 1.78 3.88
H -1.55 1.23 4.95
H -3.55 -0.25 5.15
H -3.80 -2.14 3.53
H -2.04 -2.46 1.80
Cl -1.38 -5.70 -5.33
C -0.77 -4.30 -4.48
C -0.75 -4.29 -3.10
C -0.28 -3.17 -2.44
Cl -0.25 -3.20 -0.69
C 0.21 -2.00 -3.09
O 0.64 -0.94 -2.51
C 0.18 -2.11 -4.51
Cl 0.78 -0.76 -5.43
C -0.30 -3.21 -5.19
H -1.11 -5.14 -2.54
H -0.29 -3.22 -6.27
N -7.08 2.22 -0.33
C -6.96 0.93 -0.69
S -8.24 0.04 -1.24
C -5.57 0.38 -0.56
C -5.10 -0.58 -1.44
C -3.79 -1.00 -1.32
N -2.95 -0.55 -0.38
C -3.42 0.35 0.48
C -4.71 0.85 0.43
H -7.97 2.66 -0.46
H -6.27 2.80 -0.22
H -5.74 -0.96 -2.22
H -3.38 -1.73 -2.01
H -2.72 0.69 1.24
H -5.04 1.56 1.17
C 0.87 6.79 -0.58
C -0.04 5.75 0.02
C 0.16 5.31 1.32
C -0.64 4.32 1.87
C -1.62 3.73 1.09
C -1.82 4.14 -0.23
N -2.78 3.47 -1.01
C -2.49 2.78 -2.22
C -3.58 2.39 -2.99
C -3.41 1.65 -4.15
C -2.14 1.34 -4.60
C -1.04 1.78 -3.86
C -1.20 2.49 -2.67
C 0.08 2.81 -1.91
O 0.92 3.53 -2.43
O 0.18 2.22 -0.77
C -1.07 5.20 -0.76
C -1.32 5.69 -2.16
H 1.64 7.08 0.14
H 0.32 7.69 -0.86
H 1.36 6.41 -1.47
H 0.98 5.73 1.90
H -0.46 3.96 2.87
H -2.20 2.90 1.48
H -3.42 2.93 -0.44
H -4.58 2.68 -2.67
H -4.28 1.34 -4.72
H -1.99 0.77 -5.50
H -0.04 1.55 -4.19
H -2.32 5.41 -2.51
H -0.59 5.27 -2.85
H -1.24 6.78 -2.20

As for the max |F|: 0.433 eV/Å. The energy above the lowest of the compared OMol25 structures with the same formula, charge and spin is 34.2 kJ/mol. The charge is -1. The calculation puts the electronic energy at -127190.4684 eV. The HOMO-LUMO gap is 0.2337 hartree. As for the LUMO energy: 1.2671 eV.


No. 4
The following is a quantum chemistry calculation of 7 unconnected molecules or ions with the total composition C31H55I2N2O6 at a distorted geometry, from the Open Molecules 2025 dataset.

Element x y z (Å)
C -2.26 3.58 0.00
C -1.82 2.15 0.52
I -0.56 1.00 -0.87
C -2.18 1.61 1.78
I -3.39 2.74 3.22
C -1.73 0.19 2.25
C -0.98 -0.09 3.55
C -0.67 -1.53 3.81
N -0.89 -2.67 3.05
N -1.54 -2.33 1.95
C -1.98 -1.10 1.50
H -2.68 4.27 0.80
H -2.99 3.46 -0.86
H -1.34 4.11 -0.42
H -0.68 0.71 4.28
H -0.14 -1.75 4.80
H -1.75 -3.14 1.34
H -2.56 -1.04 0.53
C 2.24 -2.03 1.71
C 3.60 -2.63 1.42
C 4.49 -1.41 1.43
O 3.91 -0.47 2.34
C 2.59 -0.91 2.68
H 1.52 -2.74 2.13
H 1.82 -1.60 0.80
H 3.89 -3.30 2.24
H 3.64 -3.19 0.49
H 4.53 -0.94 0.44
H 5.52 -1.64 1.74
H 2.62 -1.28 3.72
H 1.90 -0.07 2.63
C -1.43 2.37 -5.83
C -0.29 1.38 -5.79
C 0.81 2.19 -5.13
O 0.16 3.12 -4.24
C -1.25 3.12 -4.53
H -2.41 1.90 -5.92
H -1.30 3.05 -6.68
H -0.56 0.52 -5.16
H 0.00 0.99 -6.77
H 1.38 2.76 -5.86
H 1.50 1.56 -4.56
H -1.76 2.61 -3.70
H -1.61 4.15 -4.58
C 4.51 -1.83 -4.11
C 3.12 -1.54 -3.60
C 3.15 -2.16 -2.22
O 4.50 -2.07 -1.75
C 5.34 -1.68 -2.85
H 4.84 -1.16 -4.91
H 4.57 -2.86 -4.48
H 2.97 -0.45 -3.52
H 2.33 -1.94 -4.23
H 2.88 -3.22 -2.26
H 2.48 -1.66 -1.52
H 5.65 -0.64 -2.69
H 6.24 -2.31 -2.86
C -4.06 5.39 7.34
C -4.48 6.72 6.76
C -5.06 6.31 5.42
O -5.60 5.00 5.59
C -5.15 4.47 6.85
H -3.96 5.40 8.43
H -3.09 5.09 6.91
H -5.26 7.17 7.38
H -3.66 7.44 6.66
H -4.28 6.26 4.65
H -5.84 6.99 5.07
H -6.01 4.47 7.53
H -4.81 3.44 6.71
C -5.63 0.49 -6.93
C -6.41 0.21 -5.67
C -5.84 1.25 -4.72
O -5.45 2.38 -5.52
C -5.49 2.00 -6.90
H -6.12 0.12 -7.84
H -4.64 0.02 -6.87
H -7.47 0.40 -5.84
H -6.30 -0.81 -5.29
H -4.94 0.88 -4.21
H -6.56 1.57 -3.96
H -6.36 2.48 -7.36
H -4.59 2.35 -7.40
C 5.29 -5.62 3.94
C 6.20 -6.55 4.72
C 6.72 -7.46 3.62
O 6.76 -6.68 2.42
C 6.05 -5.46 2.64
H 5.11 -4.66 4.44
H 4.33 -6.10 3.75
H 7.02 -5.99 5.16
H 5.69 -7.09 5.51
H 6.04 -8.31 3.45
H 7.71 -7.85 3.84
H 6.79 -4.65 2.70
H 5.39 -5.26 1.79

As for the max |F|: 4.519 eV/Å. The charge is +1. The calculation puts the electronic energy at -64492.8768 eV. The HOMO-LUMO gap is 0.2124 hartree. As for the LUMO energy: -5.0748 eV.


No. 5
The following is a quantum chemistry calculation of a molecular structure, C9H23AlNO4 at a distorted geometry, from the Open Molecules 2025 dataset.

Element x y z (Å)
C 5.65 0.39 0.31
C 4.45 -0.46 -0.15
O 3.49 0.33 -0.80
Al 1.82 -0.16 -0.34
O 1.42 -1.84 -0.86
C 0.33 -2.33 -0.11
C -0.65 -3.10 -1.00
O 0.57 0.98 -1.03
C 0.11 1.88 -0.06
C -0.99 2.75 -0.60
N -2.21 1.99 -0.92
C -2.91 1.51 0.26
C -3.03 0.00 0.26
C -3.51 -0.50 1.62
O -3.95 -0.37 -0.77
H 5.61 1.36 -0.15
H 6.57 -0.12 0.04
H 5.62 0.52 1.38
H 4.05 -0.97 0.73
H 4.82 -1.23 -0.83
H 1.72 -0.10 1.27
H 0.72 -2.96 0.69
H -0.22 -1.51 0.37
H -0.68 -4.14 -0.69
H -0.34 -3.03 -2.03
H -1.64 -2.68 -0.92
H -0.29 1.33 0.80
H 0.92 2.53 0.29
H -0.66 3.30 -1.48
H -1.22 3.50 0.17
H -2.82 2.63 -1.41
H -2.41 1.79 1.18
H -3.93 1.89 0.29
H -2.05 -0.41 0.02
H -2.69 -0.97 2.14
H -3.86 0.34 2.22
H -4.33 -1.19 1.50
H -3.48 -0.95 -1.39

As for the max |F|: 1.231 eV/Å. The charge is -1. The calculation puts the electronic energy at -25987.1725 eV. The HOMO-LUMO gap is 0.3135 hartree. As for the LUMO energy: 3.2786 eV.


No. 6
The following is a quantum chemistry calculation of C21H20N4O5S in the gas phase at a distorted geometry, from the Open Molecules 2025 dataset.

Element x y z (Å)
C 2.79 -0.81 -3.84
H 2.99 -0.57 -4.89
O 2.89 0.41 -3.14
C 2.68 0.41 -1.80
C 2.84 1.64 -1.16
C 2.64 1.75 0.20
C 2.28 0.63 0.96
C 2.12 -0.59 0.31
C 2.32 -0.71 -1.05
H 2.19 -1.67 -1.52
H 1.83 -1.45 0.89
C 2.03 0.74 2.44
N 0.61 0.85 2.76
C -0.09 -0.28 2.98
O 0.39 -1.40 2.86
C -1.51 -0.10 3.38
C -2.58 -0.78 2.83
S -3.99 -0.30 3.65
N -3.12 0.69 4.65
N -1.89 0.69 4.40
H -2.57 -1.48 2.02
C -0.03 2.16 2.73
H 0.74 2.91 2.53
H -0.50 2.37 3.69
C -1.11 2.23 1.64
O -2.27 2.46 1.88
N -0.62 2.05 0.40
H 0.34 1.76 0.28
C -1.49 1.94 -0.76
C -1.71 0.49 -1.11
C -2.76 -0.21 -0.55
C -2.94 -1.57 -0.78
C -2.03 -2.19 -1.59
C -0.97 -1.49 -2.17
C -0.79 -0.15 -1.95
H 0.02 0.40 -2.41
O -0.21 -2.35 -2.93
C -0.83 -3.61 -2.81
O -1.96 -3.50 -1.98
H -1.13 -3.97 -3.81
H -0.12 -4.33 -2.37
H -3.77 -2.12 -0.35
H -3.45 0.31 0.10
H -2.43 2.42 -0.49
H -1.03 2.48 -1.59
H 2.55 1.60 2.87
H 2.38 -0.17 2.93
H 2.79 2.70 0.68
H 3.13 2.49 -1.75
H 1.79 -1.25 -3.76
H 3.54 -1.53 -3.49

As for the max |F|: 1.664 eV/Å. The energy above the lowest of the compared OMol25 structures with the same formula, charge and spin is 242.8 kJ/mol. The SMILES is COc1ccc(CN(CC(=O)NCc2ccc3c(c2)OCO3)C(=O)c2csnn2)cc1. The calculation puts the electronic energy at -49133.8622 eV. The HOMO-LUMO gap is 0.3261 hartree. As for the LUMO energy: 0.5198 eV.


No. 7
The following is a quantum chemistry calculation of 7 unconnected molecules or ions with the total composition C46H53BF6N2O5S at a distorted geometry, from the Open Molecules 2025 dataset.

Element x y z (Å)
C -2.74 3.15 -2.46
C -1.74 3.39 -3.59
C -0.34 2.85 -3.31
C -0.38 1.31 -3.21
C -0.22 0.87 -1.75
C -0.52 -0.60 -1.45
B -1.04 -1.59 -2.63
O -2.40 -1.58 -2.90
N -0.15 -2.48 -3.36
C -0.92 -3.61 -3.92
C 0.39 -1.70 -4.51
O -1.73 -0.51 -0.57
S -1.57 -1.22 0.81
O -2.03 -0.44 1.88
O -2.02 -2.56 0.66
O 0.02 -1.24 0.83
C 0.49 -1.34 -0.55
C 1.95 -0.88 -0.53
N 2.83 -1.58 -1.44
H -2.34 3.44 -1.50
H -3.60 3.79 -2.63
H -3.14 2.14 -2.43
H -1.71 4.46 -3.77
H -2.14 2.95 -4.50
H 0.03 3.29 -2.40
H 0.25 3.14 -4.18
H 0.46 0.90 -3.76
H -1.33 1.01 -3.63
H 0.77 1.18 -1.42
H -0.91 1.44 -1.15
H -2.59 -0.79 -3.45
H -1.62 -3.29 -4.69
H -1.48 -4.11 -3.15
H -0.24 -4.30 -4.40
H 1.34 -1.22 -4.27
H 0.56 -2.40 -5.32
H -0.32 -0.97 -4.90
H 0.52 -2.41 -0.72
H 2.08 0.18 -0.66
H 2.29 -1.10 0.47
H 2.66 -1.35 -2.40
H 2.84 -2.58 -1.28
F -8.55 -5.02 2.09
C -7.27 -4.71 1.79
C -6.60 -5.46 0.86
C -5.28 -5.13 0.56
C -4.66 -4.06 1.19
C -5.36 -3.32 2.13
C -6.68 -3.64 2.43
H -7.09 -6.30 0.38
H -4.74 -5.71 -0.18
H -3.64 -3.81 0.95
H -4.88 -2.49 2.62
H -7.25 -3.06 3.15
F 4.76 -4.13 -1.76
C 5.05 -4.31 -0.46
C 4.35 -5.27 0.25
C 4.65 -5.46 1.59
C 5.63 -4.69 2.21
C 6.32 -3.74 1.47
C 6.03 -3.54 0.13
H 3.59 -5.85 -0.24
H 4.12 -6.21 2.16
H 5.86 -4.84 3.25
H 7.08 -3.13 1.95
H 6.56 -2.81 -0.46
F 3.38 0.48 1.60
C 3.02 1.08 2.76
C 1.70 1.03 3.15
C 1.33 1.66 4.33
C 2.28 2.32 5.10
C 3.61 2.35 4.68
C 3.99 1.73 3.50
H 0.97 0.52 2.53
H 0.30 1.62 4.66
H 1.99 2.80 6.02
H 4.35 2.87 5.28
H 5.01 1.74 3.16
F -0.50 3.34 0.03
C -0.40 3.80 1.30
C -1.49 3.68 2.14
C -1.38 4.14 3.45
C -0.19 4.72 3.88
C 0.89 4.83 3.02
C 0.79 4.36 1.71
H -2.40 3.23 1.78
H -2.22 4.05 4.12
H -0.11 5.08 4.90
H 1.81 5.28 3.36
H 1.62 4.43 1.03
F 2.20 -4.10 -5.82
C 3.49 -3.73 -5.68
C 4.38 -3.97 -6.71
C 5.70 -3.58 -6.56
C 6.11 -2.96 -5.38
C 5.20 -2.73 -4.36
C 3.88 -3.12 -4.51
H 4.04 -4.46 -7.62
H 6.41 -3.75 -7.36
H 7.15 -2.66 -5.27
H 5.52 -2.26 -3.44
H 3.15 -2.95 -3.73
F -2.49 5.74 5.66
C -3.66 6.29 5.29
C -4.83 5.80 5.81
C -6.03 6.37 5.43
C -6.04 7.43 4.52
C -4.85 7.91 4.01
C -3.64 7.34 4.40
H -4.81 4.97 6.51
H -6.96 6.00 5.83
H -6.98 7.87 4.22
H -4.85 8.73 3.30
H -2.70 7.71 4.01

As for the max |F|: 1.780 eV/Å. The energy above the lowest of the compared OMol25 structures with the same formula, charge and spin is 0.0 kJ/mol. The SMILES is CCCCC[C@]1(B(O)N(C)C)OS(=O)(=O)O[C@@H]1CN.Fc1ccccc1.Fc1ccccc1.Fc1ccccc1.Fc1ccccc1.Fc1ccccc1.Fc1ccccc1. The calculation puts the electronic energy at -89596.0665 eV. The HOMO-LUMO gap is 0.3388 hartree. As for the LUMO energy: 0.4832 eV.